A structure of composition C21H14Co2N2O9 at a distorted geometry. Source: the Open Molecules 2025 dataset; level of theory: the ωB97M-V functional and the def2-TZVPD basis.

Each line ends with the Löwdin charge.
Geometry (Å):
O -1.09474 -0.83770 1.21842  0.075
C -0.75567 -0.51296 0.15121  -0.190
Co -0.22164 -0.11107 -1.43633  0.056
C -1.68955 0.65344 -1.97633  -0.183
O -2.73783 1.06707 -2.22952  0.066
C 0.97454 1.25814 -1.52983  -0.132
O 1.63186 2.20619 -1.57628  0.090
C -0.54890 -2.05000 -1.74149  -0.321
C -1.88087 -2.60940 -1.59881  -0.200
C -2.53575 -2.77204 -0.36082  -0.040
C -3.85686 -3.18457 -0.28293  -0.099
C -4.53249 -3.55991 -1.44492  -0.130
C -3.88013 -3.46435 -2.68132  -0.110
C -2.56805 -2.99341 -2.76252  -0.031
C 0.33209 -1.81403 -2.85078  -0.430
C 0.32650 -1.37544 -4.12703  -0.052
Co 1.19431 -2.24529 -1.41955  0.092
C 1.31051 -2.68841 0.28659  -0.111
O 1.43166 -2.97521 1.39885  0.130
C 2.53043 -1.13129 -1.71767  -0.144
O 3.46820 -0.53423 -2.02275  0.123
C 2.02864 -3.63045 -2.12732  -0.114
O 2.61149 -4.49383 -2.63189  0.105
H -2.02468 -2.58014 0.57084  0.089
H -4.33280 -3.22282 0.69831  0.097
H -5.56127 -3.92305 -1.38166  0.082
H -4.38688 -3.76540 -3.59910  0.085
H -2.05623 -2.90776 -3.72055  0.102
H 1.22163 -1.55095 -4.73053  0.029
H -0.59023 -0.95092 -4.55654  0.044
C -0.51045 4.54727 3.68091  -0.051
N 0.38562 3.59159 3.07413  -0.005
C 0.00501 2.22849 3.03588  -0.473
O -0.93669 1.82948 3.72310  -0.009
C 0.77491 1.42531 2.12413  0.010
C 2.17640 1.64600 2.28070  -0.480
O 3.05171 0.76718 2.30626  -0.020
N 2.55013 3.00366 2.38829  -0.003
C 3.93305 3.35220 2.18274  -0.047
C 1.66573 4.02953 2.73280  -0.431
O 1.98953 5.21762 2.76547  -0.003
H -0.05258 5.52712 3.58446  0.068
H -1.46953 4.53352 3.15938  0.086
H -0.66615 4.29674 4.73660  0.083
H 0.49079 0.40222 2.01936  0.055
H 4.01949 4.43198 2.25413  0.070
H 4.54224 2.85476 2.94204  0.082
H 4.24350 3.01515 1.19190  0.089

Results
frontier orbital gap = 0.19785 Ha
largest force on an atom = 5.5 eV Å⁻¹
highest occupied orbital energy = -0.65 eV
energy = -118664.3109 eV
net charge = -2
energy above the lowest of the compared OMol25 structures with the same formula, charge and spin = 0.0 kcal per mole